{
  "formula": "C20H19ClN6O2",
  "method": "ωB97M-V with the def2-TZVPD basis set",
  "smiles": "COc1ccc(Nc2nc(C)nc3c2nnn3Cc2ccccc2Cl)c(OC)c1",
  "lumo_energy_ev": 0.85,
  "homo_ev": -7.81,
  "charge": 0,
  "e_above_lowest_kcal_mol": 34.6,
  "homo_lumo_gap_ev": 8.66,
  "total_energy_ev": -46606.0120,
  "symbols": ["C", "O", "C", "C", "C", "C", "N", "C", "N", "C", "C", "N", "C", "C", "N", "N", "N", "C", "C", "C", "C", "C", "C", "C", "Cl", "C", "O", "C", "C", "H", "H", "H", "H", "H", "H", "H", "H", "H", "H", "H", "H", "H", "H", "H", "H", "H", "H", "H"],
  "coordinates": [[3.411, 3.712, 5.217], [2.578, 3.740, 4.084], [2.655, 2.710, 3.197], [3.525, 1.633, 3.299], [3.489, 0.642, 2.332], [2.614, 0.705, 1.263], [2.593, -0.328, 0.312], [1.490, -0.908, -0.190], [1.661, -1.736, -1.221], [0.621, -2.354, -1.777], [0.923, -3.253, -2.931], [-0.648, -2.256, -1.415], [-0.827, -1.451, -0.369], [0.183, -0.746, 0.319], [-0.414, -0.071, 1.337], [-1.662, -0.299, 1.302], [-1.963, -1.128, 0.289], [-3.310, -1.528, -0.017], [-3.502, -1.583, -1.508], [-3.763, -2.786, -2.150], [-3.898, -2.846, -3.524], [-3.766, -1.696, -4.283], [-3.505, -0.486, -3.665], [-3.376, -0.437, -2.288], [-3.047, 1.087, -1.536], [1.768, 1.824, 1.127], [1.018, 1.883, -0.001], [0.003, 2.856, -0.081], [1.787, 2.799, 2.108], [3.219, 2.830, 5.836], [3.167, 4.609, 5.784], [4.470, 3.738, 4.939], [4.220, 1.543, 4.118], [4.149, -0.209, 2.416], [3.466, -0.643, -0.090], [-0.006, -3.622, -3.354], [1.532, -4.089, -2.593], [1.489, -2.708, -3.682], [-3.971, -0.788, 0.447], [-3.511, -2.511, 0.423], [-3.852, -3.686, -1.560], [-4.098, -3.792, -4.004], [-3.862, -1.737, -5.358], [-3.397, 0.418, -4.244], [-0.523, 2.655, -1.013], [0.417, 3.869, -0.113], [-0.692, 2.764, 0.757], [1.144, 3.661, 2.059]],
  "forces_ev_per_a": [[0.14, -0.01, 0.17], [-0.19, -0.06, -0.28], [0.01, -0.13, -0.16], [0.08, 0.29, 0.29], [-0.32, 0.05, -0.25], [-0.02, 0.26, 0.29], [0.25, -0.08, -0.21], [-0.22, -0.26, 0.00], [0.50, 0.24, 0.13], [-0.27, -0.06, -0.01], [-0.05, 0.01, -0.01], [-0.38, -0.22, -0.09], [1.13, 0.40, 0.36], [-0.88, -0.90, -0.89], [0.44, 0.39, 0.45], [-0.86, 0.31, 0.61], [0.82, -0.28, -0.31], [-0.38, -0.13, 0.05], [-0.16, 0.15, -0.06], [-0.10, 0.14, 0.00], [-0.04, -0.08, 0.01], [0.03, 0.00, 0.01], [0.04, 0.06, 0.04], [-0.12, -0.28, -0.11], [-0.01, 0.21, 0.03], [0.31, 0.06, 0.05], [0.46, -0.12, 0.19], [-0.22, 0.20, -0.04], [-0.09, 0.07, 0.00], [0.02, 0.02, -0.03], [0.05, -0.08, -0.01], [-0.04, -0.02, 0.01], [0.05, 0.03, 0.09], [0.02, -0.12, 0.01], [-0.16, 0.05, -0.06], [0.00, -0.05, -0.05], [0.07, -0.08, -0.02], [0.07, 0.00, -0.08], [0.11, -0.13, -0.02], [-0.03, 0.15, -0.06], [0.03, -0.09, 0.08], [-0.02, -0.08, -0.04], [-0.01, 0.00, -0.09], [0.01, 0.09, -0.02], [0.02, 0.04, 0.08], [0.00, -0.04, 0.02], [0.02, -0.01, -0.01], [-0.10, 0.10, -0.05]],
  "mulliken_charge": [-0.88, -0.43, 0.30, -0.57, -0.96, 0.04, -0.03, -0.26, -0.77, 0.24, -1.22, -0.41, 0.71, 1.16, -0.07, -1.40, 0.81, -1.05, 0.24, -0.44, -0.77, -0.40, -0.65, 0.89, -0.19, 1.00, -0.44, -0.96, -0.37, 0.35, 0.25, 0.35, 0.39, 0.45, 0.31, 0.34, 0.27, 0.32, 0.41, 0.43, 0.35, 0.39, 0.39, 0.43, 0.17, 0.37, 0.42, 0.47]
}